{
  "formula": "C4H5NS",
  "method": "ωB97M-V/def2-TZVPD",
  "spin_multiplicity": 1,
  "smiles": "C1=NS[C@@H]2C[C@@H]12",
  "homo_lumo_gap_ha": 0.35571,
  "charge": 0,
  "species": ["S", "N", "C", "C", "C", "C", "H", "H", "H", "H", "H"],
  "positions_angstrom": [[1.20216, -0.85329, -0.10837], [1.22028, 1.06052, 0.12619], [-0.96549, 0.42863, -0.33258], [0.02680, 1.53004, 0.05757], [-0.61011, -0.81038, 0.46095], [-2.00917, -0.37579, -0.05568], [-2.43704, -1.12892, -0.93886], [-0.60614, 0.38904, -1.36447], [-0.58037, -0.43583, 1.51391], [-2.61522, 0.06114, 0.81904], [-0.18995, 2.70858, 0.03946]],
  "forces_ev_per_a": [[-2.6, 2.1, 1.1], [-0.3, -0.6, -0.4], [4.8, 3.9, -2.7], [-0.2, 0.9, 0.2], [1.8, 1.2, 1.2], [-4.9, -3.9, 0.1], [0.5, 2.7, 2.5], [-0.3, -0.7, -0.3], [0.3, -0.9, -0.7], [0.2, -1.9, -1.4], [0.7, -2.8, 0.2]]
}


{
  "formula": "C4H5O",
  "method": "ωB97M-V/def2-TZVPD",
  "spin_multiplicity": 1,
  "homo_lumo_gap_ha": 0.23247,
  "charge": -1,
  "species": ["O", "C", "C", "C", "C", "H", "H", "H", "H", "H"],
  "positions_angstrom": [[-0.06673, 1.55291, 0.82181], [0.53047, 0.85274, -0.27949], [1.34769, -0.66493, 0.35157], [-0.97047, -1.21835, -0.15453], [0.33954, -1.45883, 0.27797], [-1.22237, -1.43566, -1.19976], [-1.73985, -1.02045, 0.60233], [0.43715, 0.52481, -1.33195], [1.06711, 1.72469, -0.70922], [0.27746, 1.14307, 1.62127]],
  "forces_ev_per_a": [[-1.9, -0.7, -0.6], [4.8, 0.0, 0.2], [1.6, 2.0, -0.2], [0.7, -2.7, 0.8], [-3.5, 3.3, -1.6], [-0.4, -0.1, 0.5], [0.0, -0.1, -0.6], [-3.1, -1.1, 0.9], [1.7, 0.1, 0.7], [0.1, -0.5, -0.2]]
}


{
  "formula": "C4H5O2P",
  "method": "ωB97M-V/def2-TZVPD",
  "spin_multiplicity": 1,
  "smiles": "O=C=C[C@H]1C[P@H]1=O",
  "homo_lumo_gap_ha": 0.33729,
  "charge": 0,
  "species": ["P", "O", "O", "C", "C", "C", "C", "H", "H", "H", "H", "H"],
  "positions_angstrom": [[1.52118, 0.75559, 0.23480], [-1.60548, -2.36415, -2.35058], [2.45711, -0.35003, 0.59146], [-0.70987, -1.09209, -0.45069], [-0.09402, 0.90246, 1.12940], [-1.03536, -1.78479, -1.52934], [-0.24638, 0.33788, -0.36595], [-0.51238, 1.98277, 1.26957], [1.96085, 2.07301, 0.23178], [-0.71980, 1.05554, -0.96720], [-0.81423, -1.74529, 0.32691], [-0.20161, 0.22910, 1.87983]],
  "forces_ev_per_a": [[-2.2, -1.7, 1.4], [0.6, -0.4, -0.5], [-0.1, 0.8, -0.4], [0.9, 1.8, -2.5], [0.8, 3.4, -3.5], [-1.1, 1.0, 0.2], [1.3, -0.5, 2.3], [0.7, -2.3, -0.1], [0.2, 0.2, -0.7], [-0.5, 0.6, -1.1], [0.1, -1.2, 2.6], [-0.6, -1.8, 2.2]]
}


{
  "formula": "C4H5O2S",
  "method": "ωB97M-V/def2-TZVPD",
  "spin_multiplicity": 1,
  "homo_lumo_gap_ha": 0.24812,
  "charge": -1,
  "species": ["S", "O", "O", "C", "C", "C", "C", "H", "H", "H", "H", "H"],
  "positions_angstrom": [[-4.76408, -0.07343, 0.07841], [-3.66099, 1.18571, 0.25968], [-5.03834, -0.25101, -1.34708], [-1.78255, -1.02693, 0.28372], [-3.06732, -0.14536, 0.43086], [-0.54057, -0.11150, 0.60331], [0.45121, -0.22096, -0.62822], [1.48845, 0.13015, -0.61067], [-0.68853, 0.98624, 0.66189], [0.01838, -0.55671, 1.41635], [0.52289, -1.21294, -0.82694], [-0.12052, 0.22177, -1.53579]],
  "forces_ev_per_a": [[1.4, 0.0, -0.3], [0.6, -0.1, 0.7], [-0.7, -0.2, -0.4], [-4.6, 4.6, 1.6], [4.1, -3.6, -0.9], [0.7, 0.3, -2.4], [-2.1, 2.5, -0.9], [-0.3, 0.6, 0.5], [-0.3, -0.5, 0.8], [-0.2, 0.3, 0.7], [0.2, -3.3, -0.8], [1.2, -0.5, 1.3]]
}


{
  "formula": "C4H5O3S3",
  "method": "ωB97M-V/def2-TZVPD",
  "spin_multiplicity": 1,
  "smiles": "O=C([O-])C(S)(S)C(=O)CS",
  "homo_lumo_gap_ha": 0.28458,
  "charge": -1,
  "species": ["S", "S", "S", "O", "O", "O", "C", "C", "C", "C", "H", "H", "H", "H", "H"],
  "positions_angstrom": [[-0.51962, 2.46940, -0.95939], [2.70756, -1.04803, 0.58351], [0.43750, -0.14220, -2.09802], [0.41583, 1.34581, 1.47544], [-2.65437, 0.67290, -0.05777], [-1.65021, -1.30471, -0.46789], [0.94954, -0.93656, 0.89757], [-1.75952, -0.10941, -0.34824], [-0.23888, 0.67334, -0.68819], [0.41581, 0.50200, 0.61721], [3.23154, -0.92180, 1.81148], [-1.92211, 2.40314, -0.48146], [0.18802, -1.59172, 0.32201], [0.94185, -1.24992, 1.99755], [-0.54293, -0.76225, -2.60382]],
  "forces_ev_per_a": [[-2.2, -0.3, 0.3], [0.8, -0.4, -1.3], [3.3, 0.9, 0.2], [0.2, 0.2, 0.3], [-0.3, -0.2, 0.1], [-0.4, -1.7, 0.0], [-1.7, -0.5, 1.3], [0.3, 1.9, -0.1], [-1.9, 1.4, -0.3], [0.9, -1.5, 1.2], [-0.5, 0.1, 0.1], [2.4, -0.1, -0.7], [2.0, 0.4, 0.7], [-0.8, 0.9, -1.4], [-2.1, -1.0, -0.4]]
}


{
  "formula": "C4H5O5",
  "method": "ωB97M-V/def2-TZVPD",
  "spin_multiplicity": 1,
  "homo_lumo_gap_ha": 0.29416,
  "charge": -1,
  "species": ["O", "O", "O", "O", "O", "C", "C", "C", "C", "H", "H", "H", "H", "H"],
  "positions_angstrom": [[-2.08589, -0.01886, -0.25257], [-3.39790, 1.65877, 0.43111], [-1.45778, 1.32718, 1.48114], [1.20716, -1.71229, -1.46236], [1.61010, 0.37628, -1.38599], [1.27359, -1.46574, -0.02503], [1.55372, 0.02703, 0.03202], [1.18639, -0.59786, -2.15352], [-2.27432, 0.87528, 0.65298], [0.75042, 0.60447, 0.50626], [2.07593, -2.08948, 0.38277], [2.53011, 0.27299, 0.46375], [0.30495, -1.73765, 0.40794], [-3.27649, 2.47988, 0.92150]],
  "forces_ev_per_a": [[-0.7, 1.0, 2.4], [-1.0, 0.0, 0.0], [-0.3, -0.5, 0.7], [-0.9, -0.5, 0.2], [-0.7, 0.6, 0.1], [0.1, 0.0, 0.3], [0.2, 0.0, 0.3], [1.1, -0.1, -0.5], [2.2, -0.4, -3.4], [0.1, -0.2, -0.2], [-0.2, 0.1, -0.1], [-0.2, 0.0, -0.1], [0.2, 0.1, -0.2], [0.2, -0.3, 0.2]]
}


In order of appearance, F_max = 6.73; 5.08; 4.91; 6.68; 3.41; 4.06 eV Å⁻¹.
In order of appearance, energy above the lowest of the compared OMol25 structures with the same formula, charge and spin = 508.22; 470.53; 196.22; 578.29; 18.55; 110.05 kJ/mol.
In order of appearance, E = -16548.7976; -6269.6366; -17609.9559; -19154.5499; -42878.2603; -14466.5515 eV.